1.
Here is an isolated molecule of C6H8ClN in a non-equilibrium geometry from the OMol25 dataset. Energies are from wB97M-V/def2-TZVPD.

Atoms and positions in Å:
C1 0.37047 0.35211 0.15726
C2 0.76262 -0.94977 0.71128
C3 -0.34292 -1.90281 0.34026
C4 -1.09953 -1.18984 -0.46896
C5 -0.89524 0.28406 -0.59939
C6 0.43103 0.77945 -1.23458
H1 -0.12926 1.44244 1.90659
H2 0.47885 2.46405 0.49570
H3 1.10792 -0.65413 1.81712
H4 1.82746 -1.18286 0.23485
H5 -0.71273 -2.94409 0.85856
H6 -1.97853 -1.65693 -1.14511
H7 -1.66687 1.00614 -0.37456
H8 0.87421 0.23217 -1.92936
N1 0.58625 1.53121 1.09136
Cl1 0.38627 2.38879 -1.86101

Force components x, y, z for each atom (eV/Å):
C 0.299 5.406 2.507
C 4.679 -0.280 2.053
C -0.562 -1.376 2.081
C -4.839 -1.357 -3.762
C 1.290 -1.404 -0.010
C -2.909 0.439 1.156
H 1.518 0.673 -2.095
H -0.081 -2.612 2.132
H -1.166 -1.372 -1.895
H -2.163 -0.170 0.883
H 1.646 2.627 -1.835
H 1.787 0.860 2.024
H -0.163 -0.117 -0.308
H 1.775 -2.779 -2.745
N -1.379 0.421 -0.396
Cl 0.269 1.043 0.209

- electronic energy (eV) = -20360.509
- SMILES = N[C@@]12CC=C[C@@H]1[C@H]2Cl
- Kohn-Sham gap (eV) = 9.79
- energy relative to the best compared isomer or geometry (same formula, charge and spin) (kcal/mol) = 71.0


2.
Here is an isolated molecule of C2H3F3NOP in a non-equilibrium geometry from the OMol25 dataset. Energies are from wB97M-V/def2-TZVPD.

Atoms and positions in Å:
C1 -0.52318 -0.08637 0.17597
C2 0.36530 -1.04156 0.92819
N1 0.01330 0.40374 -1.03645
O1 -0.05318 3.07048 -0.76482
F1 1.50369 -0.42161 1.37828
F2 0.83504 -2.05314 0.10856
F3 -0.21085 -1.73971 1.98348
P1 0.33524 1.98493 -1.68091
H1 -1.56808 -0.55132 -0.10366
H2 -0.79356 0.77955 0.70368
H3 0.09626 -0.34498 -1.69231

Force components x, y, z for each atom (eV/Å):
C -3.279 -0.862 -0.793
C 1.750 -1.992 0.756
N 1.052 1.281 -1.111
O 0.034 -0.578 0.132
F -1.434 -0.420 -0.119
F -0.664 1.061 0.286
F 0.465 1.745 -1.387
P -0.295 -1.194 0.447
H 2.021 0.193 0.997
H -0.108 0.921 1.625
H 0.459 -0.154 -0.834

- electronic energy (eV) = -23102.288
- SMILES = O=PNCC(F)(F)F
- Kohn-Sham gap (eV) = 10.43
- energy relative to the best compared isomer or geometry (same formula, charge and spin) (kcal/mol) = 0.0


3.
Here is a structure of composition C13H24BF7NO3Tl in a non-equilibrium geometry from the OMol25 dataset. Energies are from wB97M-V/def2-TZVPD.

Atoms and positions in Å:
Tl1 10.54541 19.40656 -2.55842
C1 8.08285 17.85644 -1.88600
O1 8.86524 16.81143 -1.26516
O2 8.86651 19.03447 -1.75689
C2 7.61902 17.54742 -3.35028
F1 7.07026 16.37129 -3.48586
F2 6.67814 18.41230 -3.68724
F3 8.63626 17.72009 -4.24889
C3 8.22307 15.60043 -0.86210
C4 9.20324 14.64429 -0.33057
H1 9.99445 14.36567 -1.02660
H2 9.45556 14.99679 0.66952
H3 8.70306 13.74928 0.03939
H4 7.69840 15.00722 -1.61105
H5 7.40707 15.84007 -0.18032
H6 7.16523 18.05673 -1.33287
C5 10.65626 23.84141 -1.85710
C6 11.67853 22.73461 -1.42379
C7 12.92712 23.26610 -0.57460
C8 12.67829 23.59578 0.87443
C9 11.99089 22.30484 1.46932
C10 10.70743 21.58865 0.72073
N1 11.11716 21.51451 -0.74219
O3 10.07619 20.79822 -1.52397
C11 9.39866 22.48002 0.96775
C12 10.53585 20.23137 1.38576
C13 12.38385 22.26448 -2.74970
H7 9.74060 23.45222 -2.30228
H8 11.11868 24.69878 -2.34616
H9 10.45003 24.28925 -0.88498
H10 13.13969 24.23995 -1.01566
H11 13.78532 22.59544 -0.61714
H12 12.03968 24.46546 1.02914
H13 13.66677 23.78150 1.29455
H14 11.75285 22.48298 2.51799
H15 12.77363 21.54692 1.50075
H16 8.95247 22.27128 1.94009
H17 8.64185 22.30115 0.20398
H18 9.70505 23.52542 0.93074
H19 11.04741 19.43184 0.84989
H20 9.55734 19.75704 1.31074
H21 10.76109 20.17870 2.45093
H22 12.76735 21.26672 -2.53639
H23 13.21744 22.80536 -3.19767
H24 11.64381 22.06951 -3.52586
B1 10.63452 18.54473 -4.99171
F4 11.93048 18.13870 -5.34825
F5 9.73415 18.30428 -5.94412
F6 10.38328 17.81772 -3.88063
F7 10.63905 19.90133 -4.65732

Force components x, y, z for each atom (eV/Å):
Tl 4.997 -3.341 -2.663
C 1.343 0.689 1.002
O -0.527 0.125 -1.192
O -6.848 -4.647 0.823
C 1.427 1.372 0.231
F 0.046 -1.586 -0.138
F -0.689 1.112 -0.115
F -8.166 -1.554 0.763
C -1.524 -0.023 -0.920
C 0.088 -0.436 2.216
H 0.107 0.295 0.361
H 1.449 0.383 -0.220
H -0.377 -0.397 -0.811
H 0.015 0.786 -1.044
H 0.176 0.113 0.598
H -0.270 -0.366 0.201
C 0.856 -0.073 2.619
C 1.412 -0.102 -1.483
C -1.769 1.110 -0.531
C -1.555 -1.963 0.066
C -0.011 -0.087 -0.224
C 0.342 2.568 0.276
N 0.028 -0.184 0.473
O 1.222 8.861 5.604
C 1.349 -0.521 -0.413
C -0.463 -1.432 -0.863
C -1.033 -1.653 0.361
H 0.288 0.078 -0.137
H 0.101 -0.519 -0.757
H -0.935 0.213 0.017
H 0.567 -0.215 -0.643
H -0.197 -0.113 -0.441
H 0.058 0.107 -0.134
H -0.248 -0.029 0.565
H -0.475 -0.099 0.015
H 0.021 -0.252 -0.125
H 0.171 -0.045 0.040
H 0.096 -0.110 -0.058
H -0.264 0.048 0.056
H 1.002 0.208 0.141
H -0.686 0.836 -0.115
H 0.390 0.409 -0.131
H 0.497 -0.244 0.103
H -0.272 0.569 0.500
H -0.097 0.389 -0.211
B 2.648 -1.043 -4.932
F 0.011 0.642 -0.152
F 0.025 0.320 -1.765
F 5.634 -1.835 3.651
F 0.039 1.631 -0.462

- electronic energy (eV) = -45890.739
- Kohn-Sham gap (eV) = 6.95


4.
Here is a cluster of 2 separate species, C5H11O2 in total in a non-equilibrium geometry from the OMol25 dataset. Energies are from wB97M-V/def2-TZVPD.

Atoms and positions in Å:
C1 0.73731 2.11876 -0.65458
C2 1.15605 1.93185 -2.10453
H1 0.33114 3.16036 -0.31754
H2 -0.10575 1.52806 -0.49786
H3 1.42880 1.70338 0.18092
H4 0.68645 1.05025 -2.61230
H5 2.19544 2.25726 -2.22289
H6 0.68479 2.71623 -2.71630
C3 -0.58456 -1.26962 0.71402
C4 -0.89222 -2.72087 0.54247
C5 -0.61329 -0.60120 2.24465
O1 -0.03920 0.42629 2.20294
O2 -1.22998 -1.24352 3.04373
H7 0.47977 -1.17961 0.42121
H8 -1.10217 -0.59240 0.12777
H9 -1.72260 -3.03230 1.29100
H10 -0.03234 -3.42713 0.67825
H11 -1.37766 -2.82581 -0.32095

Force components x, y, z for each atom (eV/Å):
C 0.495 0.954 2.145
C -0.792 1.741 -0.607
H 1.272 -1.485 -0.879
H -1.583 -1.127 0.423
H -0.818 0.899 -1.649
H 1.492 0.111 0.743
H 0.191 -1.292 -0.390
H -0.264 0.196 0.239
C 3.110 -0.791 2.304
C -0.568 -0.709 4.517
C -0.930 -3.792 -4.762
O 2.613 5.237 1.045
O -1.714 -1.511 3.152
H -0.314 0.459 0.039
H -1.438 1.071 -1.404
H 1.446 0.401 -0.650
H -0.725 0.721 -0.242
H -1.472 -1.082 -4.025

- electronic energy (eV) = -9458.184
- net charge = -1
- Kohn-Sham gap (eV) = 6.98
- energy relative to the best compared isomer or geometry (same formula, charge and spin) (kcal/mol) = 42.5


5.
Here is an isolated molecule of C3H3BrCl2 in a non-equilibrium geometry from the OMol25 dataset. Energies are from wB97M-V/def2-TZVPD.

Atoms and positions in Å:
C1 0.36880 0.36759 -0.02756
C2 1.13139 -0.72393 -0.16948
C3 -1.12023 0.28229 -0.00790
Cl1 2.76243 -0.62541 -0.01394
Cl2 0.27477 -2.20356 0.03965
Br1 1.04042 2.12616 0.08679
H1 -1.37807 -0.75901 -0.33507
H2 -1.42181 0.43274 1.01157
H3 -1.65772 1.10314 -0.58406

Force components x, y, z for each atom (eV/Å):
C -0.594 0.219 -1.009
C -2.209 1.445 1.145
C -0.672 0.167 -0.996
Cl 2.229 -0.621 -0.152
Cl 0.948 -1.234 -0.260
Br 0.195 -0.203 -0.020
H -0.416 1.534 0.213
H -0.406 -0.141 0.684
H 0.924 -1.166 0.395

- electronic energy (eV) = -98245.936
- SMILES = CC(Br)=C(Cl)Cl
- Kohn-Sham gap (eV) = 9.75
- energy relative to the best compared isomer or geometry (same formula, charge and spin) (kcal/mol) = 0.2